# 1
Here is a structure of composition C49H56GeN4S2Tc from the Open Molecules 2025 dataset. Energies are from the ωB97M-V functional and the def2-TZVPD basis.

Its max |F| is 0.0163 Eh/bohr. The energy above the lowest of the compared OMol25 structures with the same formula, charge and spin is 0.0787 eV. Its HOMO energy (spin up / spin down) is -9.926 / -9.892 eV. For the energy, the calculation gives -138063.1226 eV. As for the LUMO energy (spin up / spin down): -3.58 / -4.09 eV. As for the charge: +1.

```
113
Properties=species:S:1:pos:R:3:forces:R:3
Tc 0.042 0.146 -0.322 0.6 -0.3 -0.4
C -2.843 3.921 0.605 0.0 0.0 0.0
C -1.954 2.864 0.016 0.0 0.0 0.0
S -1.591 1.498 0.914 -0.3 0.2 0.2
C -1.428 2.969 -1.263 0.0 0.1 0.0
C -1.756 4.095 -2.205 0.0 0.0 0.0
S -0.340 1.812 -1.826 0.2 0.1 -0.1
H -3.034 3.721 1.656 0.0 0.0 0.0
H -3.801 3.951 0.080 0.0 0.0 0.0
H -2.390 4.910 0.515 0.0 0.0 0.0
H -1.958 5.014 -1.657 0.0 0.0 0.0
H -2.646 3.859 -2.792 0.0 0.0 0.0
H -0.936 4.280 -2.898 0.0 0.0 0.0
C 4.869 -1.704 0.852 0.0 0.1 0.0
C 3.800 -1.109 1.774 0.0 0.0 0.0
C 4.061 -1.583 3.209 0.0 0.0 0.0
C 3.767 0.411 1.677 0.0 0.0 0.0
C 4.969 1.087 1.866 0.0 0.0 0.0
C 5.043 2.465 1.805 0.0 0.0 0.0
C 3.907 3.194 1.510 0.0 0.0 0.0
C 2.683 2.572 1.296 0.0 0.0 0.0
C 1.477 3.442 1.010 0.0 0.0 0.0
C 1.718 4.353 -0.195 0.0 0.0 0.0
C 1.083 4.258 2.242 0.0 0.0 0.0
C 2.610 1.175 1.419 -0.1 0.1 0.0
N 1.324 0.520 1.369 0.1 0.0 0.2
C 1.017 -0.216 2.403 0.0 0.0 -0.1
C -0.059 -1.097 2.368 0.0 -0.1 -0.1
C -0.617 -1.868 3.387 0.0 0.0 0.0
C -1.771 -2.408 2.857 0.0 0.1 0.0
C -1.911 -1.939 1.532 -0.1 0.0 0.1
N -0.824 -1.188 1.207 0.1 -0.1 0.0
C -3.185 -2.209 0.729 0.1 -0.1 0.0
C -3.034 -3.464 -0.143 0.0 0.0 0.0
C -4.334 -2.482 1.718 0.0 -0.1 0.0
C -3.639 -1.022 -0.123 0.0 0.0 0.1
H 4.787 -2.793 0.835 0.0 0.0 0.0
H 5.875 -1.459 1.194 0.0 0.0 0.0
H 4.772 -1.329 -0.168 0.1 0.0 0.1
H 2.838 -1.508 1.445 -0.1 0.0 0.0
H 5.064 -1.289 3.524 0.0 0.0 0.0
H 3.999 -2.671 3.269 0.0 0.0 0.0
H 3.363 -1.164 3.932 0.0 0.0 0.0
H 5.866 0.519 2.076 0.0 0.0 0.0
H 5.987 2.967 1.974 0.0 0.0 0.0
H 3.967 4.275 1.453 0.0 0.0 0.0
H 0.643 2.789 0.779 0.0 0.0 -0.1
H 2.561 5.026 -0.025 0.0 0.0 0.0
H 0.838 4.973 -0.385 0.0 0.0 0.0
H 1.921 3.778 -1.102 0.0 0.0 0.0
H 1.866 4.968 2.516 0.0 0.0 0.0
H 0.900 3.612 3.102 0.0 0.0 0.0
H 0.171 4.828 2.045 0.0 0.0 0.0
H 1.611 -0.134 3.305 0.1 0.0 0.0
H -0.226 -1.980 4.386 0.0 0.0 0.0
H -2.473 -3.044 3.368 0.0 0.0 0.0
H -2.621 -4.292 0.436 0.0 0.0 0.0
H -2.390 -3.288 -1.000 0.0 0.0 0.0
H -4.014 -3.768 -0.519 0.0 0.0 0.0
H -4.236 -3.454 2.202 0.0 0.0 0.0
H -5.278 -2.485 1.171 0.0 0.0 0.0
H -4.387 -1.714 2.490 0.0 0.0 0.0
H -2.852 -0.619 -0.747 0.1 0.0 -0.1
H -4.006 -0.213 0.510 0.0 0.0 0.0
H -4.460 -1.343 -0.769 0.0 0.0 0.0
N -1.185 -4.318 -4.624 0.0 0.0 0.0
C -1.025 -3.363 -3.683 -0.1 0.0 -0.1
C -1.657 -2.114 -3.784 0.0 0.0 0.0
C -1.452 -1.171 -2.811 0.0 0.0 0.1
N -0.675 -1.371 -1.731 -0.2 0.1 -0.1
C -0.092 -2.578 -1.620 0.1 0.0 0.0
C -0.231 -3.576 -2.548 0.1 0.0 0.1
H -1.730 -4.147 -5.448 0.0 0.0 0.0
H -0.702 -5.195 -4.554 0.0 0.0 0.0
H -2.298 -1.880 -4.623 0.0 0.0 0.0
H -1.924 -0.201 -2.887 0.0 0.0 0.0
H 0.518 -2.731 -0.741 0.0 0.0 0.0
H 0.281 -4.516 -2.395 0.0 0.0 0.0
C 1.528 -0.044 -1.177 -0.3 0.1 0.2
Ge 2.971 -0.026 -2.560 0.0 -0.1 0.0
C 2.235 0.932 -4.080 0.0 0.0 -0.1
C 1.100 0.439 -4.726 0.0 -0.1 0.1
C 0.585 1.076 -5.843 0.0 0.0 0.0
C 1.207 2.217 -6.335 0.0 0.0 0.0
C 2.346 2.707 -5.714 0.0 0.0 0.0
C 2.861 2.065 -4.593 0.0 0.0 0.1
C 4.666 0.727 -2.015 0.0 0.1 0.1
C 4.773 2.050 -1.591 0.0 0.0 0.0
C 6.017 2.605 -1.327 0.0 0.0 0.0
C 7.165 1.840 -1.482 0.0 0.0 0.0
C 7.069 0.521 -1.900 0.0 0.0 0.0
C 5.825 -0.032 -2.169 0.0 0.0 -0.1
C 3.146 -1.917 -2.988 0.0 0.0 0.0
C 3.164 -2.343 -4.315 0.0 0.0 0.0
C 3.344 -3.685 -4.623 0.0 0.0 0.0
C 3.523 -4.614 -3.607 0.0 0.0 0.0
C 3.510 -4.201 -2.281 -0.1 0.0 0.0
C 3.310 -2.863 -1.977 -0.1 0.0 0.1
H 0.616 -0.463 -4.359 0.0 0.1 0.0
H -0.296 0.684 -6.336 0.0 0.0 0.0
H 0.810 2.717 -7.209 0.0 0.0 0.0
H 2.840 3.588 -6.104 0.0 0.0 0.0
H 3.757 2.454 -4.125 0.0 0.0 0.0
H 3.885 2.658 -1.457 0.0 0.0 0.0
H 6.089 3.633 -0.997 0.0 0.0 0.0
H 8.135 2.274 -1.276 0.0 0.0 0.0
H 7.963 -0.076 -2.025 0.0 0.0 0.0
H 5.762 -1.060 -2.510 0.0 0.0 0.0
H 3.038 -1.624 -5.117 0.0 0.0 0.0
H 3.361 -4.003 -5.658 0.0 0.0 0.0
H 3.684 -5.657 -3.849 0.0 0.0 0.0
H 3.657 -4.923 -1.486 0.0 0.0 0.0
H 3.289 -2.555 -0.936 -0.1 -0.1 -0.1
```
Forces are in eV/Å.

Here are the Mulliken charges for atoms 1 to 99, given in e:
1 Tc -1.764
2 C -1.838
3 C 0.960
4 S -0.432
5 C -0.010
6 C -1.679
7 S 0.301
8 H 0.489
9 H 0.387
10 H 0.424
11 H 0.462
12 H 0.314
13 H 0.432
14 C -2.394
15 C 1.171
16 C -1.708
17 C 0.525
18 C -0.355
19 C -1.850
20 C 0.036
21 C 0.708
22 C 2.887
23 C -1.458
24 C -1.817
25 C -0.197
26 N 1.436
27 C -0.640
28 C -0.368
29 C -2.254
30 C -0.724
31 C -1.009
32 N 1.454
33 C 3.184
34 C -1.407
35 C -2.224
36 C -1.492
37 H 0.480
38 H 0.490
39 H 0.745
40 H -0.377
41 H 0.355
42 H 0.462
43 H 0.328
44 H 0.384
45 H 0.371
46 H 0.436
47 H -2.239
48 H 0.356
49 H 0.416
50 H 0.145
51 H 0.376
52 H 0.400
53 H 0.418
54 H 0.697
55 H 0.558
56 H 0.482
57 H 0.362
58 H 0.143
59 H 0.507
60 H 0.418
61 H 0.459
62 H 0.478
63 H -0.103
64 H 0.341
65 H 0.473
66 N -0.414
67 C 0.603
68 C -1.289
69 C -1.364
70 N 3.305
71 C -0.816
72 C -1.025
73 H 0.200
74 H 0.206
75 H 0.454
76 H 0.340
77 H 0.118
78 H 0.427
79 C 1.641
80 Ge 2.901
81 C -0.037
82 C 0.146
83 C -0.770
84 C -0.773
85 C -0.715
86 C -0.506
87 C 0.421
88 C 0.479
89 C -0.882
90 C -0.783
91 C -0.718
92 C -0.646
93 C 0.129
94 C -0.615
95 C -0.767
96 C -0.685
97 C -1.055
98 C -0.061
99 H 0.270



# 2
Here is a structure of composition C49H58Br6N3O5Ti from the Open Molecules 2025 dataset. Energies are from the ωB97M-V functional and the def2-TZVPD basis.

Its max |F| is 0.0094 Eh/bohr. The energy above the lowest of the compared OMol25 structures with the same formula, charge and spin is 0.2484 eV. Its HOMO energy (spin up / spin down) is -0.716 / -2.095 eV. As for the expectation value of S²: 0.77. As for the spin multiplicity: 2. For the energy, the calculation gives -509841.3171 eV. As for the LUMO energy (spin up / spin down): 3.72 / 3.72 eV. As for the charge: -2.

```
122
Properties=species:S:1:pos:R:3:forces:R:3
Ti 0.641 -1.040 0.268 -0.2 0.3 0.3
C -0.431 0.567 -3.132 0.0 0.0 0.0
N -1.319 0.204 -2.049 0.0 0.0 0.0
C -2.251 -0.824 -2.456 0.0 0.0 0.0
C -2.006 1.334 -1.468 0.0 0.0 0.0
C -1.079 2.206 -0.639 0.0 0.0 0.0
N -0.345 1.506 0.421 0.0 -0.1 0.0
C -1.149 1.406 1.645 0.0 0.0 0.0
C -2.386 0.547 1.566 0.0 0.0 0.0
C -3.595 1.072 1.994 0.0 0.0 0.0
C -4.756 0.309 2.030 0.0 0.0 0.0
C -4.643 -1.019 1.637 0.0 0.0 0.0
C -3.460 -1.605 1.194 0.0 0.0 0.0
C -2.309 -0.791 1.133 0.0 0.0 -0.1
O -1.180 -1.265 0.653 0.0 -0.1 0.0
C -3.501 -3.107 0.855 0.0 0.0 0.0
C -2.193 -3.721 0.337 0.0 0.0 0.0
C -4.575 -3.362 -0.216 0.0 0.0 0.0
C -3.880 -3.874 2.134 0.0 0.0 0.0
C -6.107 0.855 2.489 0.0 0.0 0.0
C -6.592 0.071 3.716 0.0 0.0 0.0
C -7.136 0.707 1.359 0.0 0.0 0.0
C -6.031 2.334 2.869 0.0 0.0 0.0
C 0.883 2.256 0.740 0.0 0.0 0.0
C 1.838 2.366 -0.414 0.0 0.0 0.0
C 2.232 3.601 -0.892 0.0 0.0 0.0
C 3.172 3.732 -1.910 0.0 0.0 0.0
C 3.724 2.561 -2.414 0.0 0.0 0.0
C 3.363 1.288 -1.973 0.0 0.0 0.0
C 2.373 1.195 -0.977 0.0 0.0 0.1
O 1.951 0.018 -0.544 -0.1 -0.1 -0.3
C 4.035 0.031 -2.531 0.0 0.0 0.0
C 4.648 -0.792 -1.385 0.0 0.0 0.0
C 3.010 -0.814 -3.299 0.0 0.0 0.0
C 5.171 0.369 -3.501 0.0 0.0 0.0
C 3.560 5.122 -2.413 0.0 0.0 0.0
C 4.139 5.949 -1.258 0.0 0.0 0.0
C 4.605 5.066 -3.527 0.0 0.0 0.0
C 2.316 5.833 -2.966 0.0 0.0 0.0
H -0.980 1.028 -3.977 0.0 0.0 0.0
H 0.075 -0.329 -3.488 0.0 0.0 0.0
H 0.334 1.267 -2.793 0.0 0.0 0.0
H -2.926 -0.478 -3.263 0.0 0.0 0.0
H -2.858 -1.120 -1.600 0.0 0.0 0.0
H -1.701 -1.695 -2.807 0.0 0.0 0.0
H -2.820 0.956 -0.852 0.0 0.0 0.0
H -2.466 1.976 -2.248 0.0 0.0 0.0
H -1.668 3.033 -0.203 0.0 0.0 0.0
H -0.346 2.665 -1.302 0.0 0.0 0.0
H -1.455 2.419 1.959 0.0 0.0 0.0
H -0.499 1.013 2.427 0.0 0.0 0.0
H -3.606 2.110 2.305 0.0 0.0 0.0
H -5.529 -1.643 1.682 0.0 0.0 0.0
H -1.849 -3.252 -0.583 0.0 0.0 0.0
H -2.377 -4.782 0.138 0.0 0.0 0.0
H -1.387 -3.645 1.065 0.0 0.0 0.0
H -4.324 -2.843 -1.143 0.0 0.0 0.0
H -5.566 -3.031 0.100 0.0 0.0 0.0
H -4.630 -4.432 -0.435 0.0 0.0 0.0
H -3.127 -3.713 2.908 0.0 0.0 0.0
H -3.929 -4.946 1.924 0.0 0.0 0.0
H -4.847 -3.560 2.532 0.0 0.0 0.0
H -6.703 -0.990 3.490 0.0 0.0 0.0
H -7.561 0.450 4.057 0.0 0.0 0.0
H -5.875 0.162 4.535 0.0 0.0 0.0
H -7.255 -0.337 1.066 0.0 0.0 0.0
H -6.818 1.266 0.477 0.0 0.0 0.0
H -8.113 1.085 1.677 0.0 0.0 0.0
H -5.338 2.499 3.696 0.0 0.0 0.0
H -7.019 2.683 3.182 0.0 0.0 0.0
H -5.708 2.947 2.026 0.0 0.0 0.0
H 1.399 1.743 1.550 0.0 0.0 0.0
H 0.621 3.271 1.086 0.0 0.0 0.0
H 1.788 4.483 -0.437 0.0 0.0 0.0
H 4.476 2.634 -3.185 0.0 0.0 0.0
H 3.903 -1.080 -0.647 0.0 0.0 0.0
H 5.421 -0.214 -0.873 0.0 0.0 0.0
H 5.104 -1.700 -1.791 0.0 0.0 0.0
H 2.159 -1.073 -2.676 0.0 0.0 0.0
H 3.471 -1.741 -3.653 0.0 0.0 0.0
H 2.644 -0.263 -4.171 0.0 0.0 0.0
H 5.948 0.973 -3.025 0.0 0.0 0.0
H 4.810 0.899 -4.386 0.0 0.0 0.0
H 5.631 -0.563 -3.839 0.0 0.0 0.0
H 5.028 5.465 -0.849 0.0 0.0 0.0
H 3.419 6.055 -0.446 0.0 0.0 0.0
H 4.414 6.952 -1.602 0.0 0.0 0.0
H 5.530 4.599 -3.185 0.0 0.0 0.0
H 4.842 6.081 -3.858 0.0 0.0 0.0
H 4.241 4.506 -4.391 0.0 0.0 0.0
H 1.545 5.931 -2.200 0.0 0.0 0.0
H 1.889 5.267 -3.796 0.0 0.0 0.0
H 2.571 6.836 -3.323 0.0 0.0 0.0
Br 0.435 -1.103 7.171 0.0 0.0 0.0
C 1.389 -0.506 5.648 0.0 0.0 0.0
C 2.576 0.207 5.766 0.0 0.0 0.0
Br 3.271 0.585 7.494 0.0 0.0 0.0
C 3.258 0.648 4.639 0.0 0.0 0.0
Br 4.874 1.630 4.759 0.0 0.0 0.0
C 2.805 0.416 3.298 0.0 0.0 0.0
O 3.390 0.821 2.275 0.0 0.0 0.0
C 1.563 -0.341 3.217 0.0 0.0 0.0
O 1.072 -0.594 2.008 0.0 0.0 -0.1
C 0.903 -0.765 4.355 0.0 0.0 0.0
Br -0.713 -1.723 4.091 0.0 0.0 0.0
Br 0.221 -3.336 -4.322 0.0 0.0 0.0
C 0.998 -4.001 -2.722 -0.1 0.0 0.0
C 1.629 -5.240 -2.736 0.0 0.0 0.0
C 2.213 -5.717 -1.584 0.0 0.0 0.0
Br 3.066 -7.426 -1.662 0.0 0.0 0.0
C 2.214 -4.995 -0.372 -0.1 0.0 0.0
C 2.805 -5.393 0.854 0.0 0.0 0.0
C 2.708 -4.511 1.939 0.0 0.0 0.0
C 2.078 -3.298 1.832 0.0 0.0 0.0
N 1.491 -2.874 0.666 0.1 0.0 0.0
C 1.554 -3.750 -0.404 0.1 0.0 -0.1
C 0.935 -3.239 -1.558 0.1 0.1 0.0
O 0.392 -2.053 -1.434 0.0 0.0 -0.1
H 1.661 -5.819 -3.648 0.0 0.0 0.0
H 3.317 -6.340 0.936 0.0 0.0 0.0
H 3.145 -4.771 2.895 0.0 0.0 0.0
H 2.028 -2.625 2.672 0.0 0.0 0.0
```
Forces are in eV/Å.

Here are the Mulliken charges for atoms 1 to 99, given in e:
1 Ti -1.152
2 C -0.806
3 N 1.865
4 C -0.664
5 C -1.431
6 C -1.074
7 N 1.346
8 C -0.968
9 C -0.575
10 C -0.008
11 C -0.733
12 C -0.439
13 C 0.227
14 C 0.526
15 O -0.072
16 C 2.904
17 C -2.332
18 C -1.911
19 C -1.732
20 C 1.952
21 C -1.654
22 C -1.623
23 C -2.183
24 C -0.652
25 C 0.015
26 C -0.302
27 C -0.807
28 C -0.302
29 C -0.554
30 C 0.133
31 O 0.966
32 C 2.523
33 C -1.768
34 C -0.880
35 C -2.712
36 C 2.334
37 C -1.705
38 C -2.209
39 C -1.681
40 H 0.282
41 H -0.136
42 H 0.173
43 H 0.364
44 H -0.045
45 H -0.183
46 H 0.092
47 H 0.568
48 H 0.226
49 H 0.496
50 H 0.467
51 H -0.174
52 H 0.527
53 H 0.315
54 H 0.175
55 H 0.626
56 H 0.176
57 H 0.258
58 H 0.313
59 H 0.515
60 H 0.234
61 H 0.492
62 H 0.285
63 H 0.306
64 H 0.461
65 H 0.349
66 H 0.310
67 H 0.336
68 H 0.453
69 H 0.387
70 H 0.444
71 H 0.371
72 H -0.574
73 H 0.512
74 H 0.466
75 H 0.649
76 H -0.079
77 H 0.393
78 H 0.445
79 H -0.568
80 H 0.546
81 H 0.345
82 H 0.430
83 H 0.430
84 H 0.490
85 H 0.376
86 H 0.312
87 H 0.453
88 H 0.385
89 H 0.441
90 H 0.383
91 H 0.321
92 H 0.355
93 H 0.447
94 Br -0.257
95 C -0.229
96 C 0.556
97 Br -0.234
98 C -0.413
99 Br -0.188



Which of these has the lowest max |F|? C49H58Br6N3O5Ti



Which of these has the lowest energy? C49H58Br6N3O5Ti



The highest charge belongs to which entry? C49H56GeN4S2Tc



Among the records above, which one has the highest charge? C49H56GeN4S2Tc